one) # C14H21N3O5

2 unconnected molecules or ions with the total composition C14H21N3O5 (ωB97M-V/def2-TZVPD, the OMol25 dataset).

Computed properties:
**SMILES**: CNC(=O)[C@H](CC(N)=O)NC(C)=O.Cc1cc(O)ccc1O
**Charge**: 0
**Molar mass**: 311.338 g mol⁻¹
**Orbital gap**: 8.81 eV

Element x y z (Å)
O: 1.7633 -0.6816 -2.8543
O: -1.2106 4.6232 -0.8384
O: -2.7923 1.4247 -1.8899
O: 1.3530 -1.3505 0.0276
O: 1.8815 -3.3837 5.1580
C: 0.7706 0.0307 -2.8163
C: -1.4035 4.1880 -1.9588
C: -1.7565 1.1109 -1.3060
C: 1.5596 -3.2535 1.4930
C: 1.6872 -3.7543 2.7965
C: 1.6037 -1.0049 2.3655
C: 1.5099 -1.8741 1.2798
C: 1.7715 -2.8805 3.8883
C: 1.7369 -1.4928 3.6734
N: -2.3651 4.6949 -2.6927
N: -1.6788 0.0447 -0.4976
N: 0.6910 1.0042 -1.9050
C: -0.3563 -0.2326 -3.7960
C: 1.8298 -0.5290 4.8288
C: -2.8090 -0.8150 -0.1533
C: -0.5537 3.0669 -2.5371
C: -0.4424 1.8791 -1.5580
H: 1.6900 -1.9573 -0.6578
H: 1.8862 -4.3530 5.1404
H: 1.4856 -3.9382 0.6542
H: 1.7151 -4.8270 2.9554
H: 1.5689 0.0636 2.1819
H: -2.9281 5.3957 -2.2465
H: -2.6052 4.2737 -3.5697
H: -0.7718 -0.1886 -0.1125
H: 1.5060 1.0674 -1.3141
H: -0.0072 -0.9397 -4.5466
H: -0.6490 0.6879 -4.2906
H: -1.2063 -0.6660 -3.2745
H: 0.9783 -0.6686 5.5013
H: 1.8286 0.5083 4.4805
H: 2.7514 -0.7038 5.3917
H: -3.5949 -0.2210 0.3185
H: -2.4867 -1.5961 0.5368
H: -3.2121 -1.2762 -1.0569
H: 0.4366 3.4760 -2.7317
H: -0.9835 2.7375 -3.4799
H: -0.1918 2.3104 -0.5874

Löwdin population analysis, charges in e, atoms 1 to 4: number 1, O, carries 0.03; number 2, O, carries 0.04; number 3, O, carries 0.06; number 4, O, carries 0.01

***

two) # C14H21N3O5

A single C14H21N3O5 molecule (ωB97M-V/def2-TZVPD, the OMol25 dataset).

Computed properties:
**SMILES**: [H]/N=C(/N)NCCCCOC(=O)c1cc(OC)c(O)c(OC)c1
**Charge**: 0
**Molar mass**: 311.338 g mol⁻¹
**Orbital gap**: 9.06 eV

Element x y z (Å)
O: -1.0626 2.6076 -0.1374
N: -1.4031 -1.9871 -1.7440
O: 4.3542 -0.4660 -1.0127
O: 2.3604 -0.1871 -2.6673
O: 3.5972 -0.3997 2.0194
O: -1.1593 1.3606 1.8156
C: -0.6037 1.7093 0.5802
C: -1.1988 -1.7152 -0.5151
C: 0.9347 0.8612 -1.0423
C: 1.5549 0.4235 1.1716
C: 2.0762 0.1877 -1.4745
C: 2.8524 -0.0257 0.9179
C: 3.0878 -0.0721 -0.5142
C: 0.6939 0.9890 0.2710
N: -0.0135 -2.1067 -0.0585
N: -2.0839 -1.1147 0.2658
C: 1.3218 -0.5776 -3.5568
C: 4.9892 -0.3478 1.8738
C: -2.4196 1.9658 2.0656
C: -3.3934 -0.6897 -0.0996
C: -3.4819 1.6146 1.0227
C: -3.9698 0.0914 1.0912
H: -2.3597 -1.8337 -2.1136
H: 4.2565 -0.4123 -1.9890
H: 0.1829 1.1519 -1.7364
H: 1.2726 0.6326 2.1855
H: 0.4091 -1.7344 0.7398
H: 0.5409 -2.1810 -0.8720
H: -1.7083 -0.9972 1.2259
H: 1.8871 -1.0947 -4.4299
H: 0.7506 -1.4917 -3.2852
H: 0.6184 0.2688 -3.6999
H: 5.4669 0.4533 1.3095
H: 5.4265 -0.4517 2.8398
H: 5.3667 -1.2021 1.2770
H: -2.7229 1.4961 3.0352
H: -2.3179 3.0250 2.2272
H: -3.5399 -0.1735 -1.0678
H: -4.0178 -1.5673 -0.4667
H: -3.3133 1.9798 0.0008
H: -4.3632 2.2362 1.3517
H: -5.0849 0.1387 1.1549
H: -3.7836 -0.3642 2.0406

Löwdin population analysis, charges in e, atoms 1 to 4: number 1, O, carries 0.09; number 2, N, carries 0.10; number 3, O, carries 0.04; number 4, O, carries -0.07

***

one) is the most stable structure; the next one sits 422.2 kJ/mol above it.

***

one) # C2HBrF2O

A single C2HBrF2O molecule (ωB97M-V/def2-TZVPD, the OMol25 dataset).

Computed properties:
**SMILES**: O=C(F)[C@@H](F)Br
**Charge**: 0
**Molar mass**: 158.929 g mol⁻¹
**Orbital gap**: 11.57 eV

Element x y z (Å)
C: 0.2913 -1.8614 0.0355
C: 0.6178 -0.2373 0.4611
O: 0.9296 -2.8442 0.1093
F: -0.9782 -1.9637 -0.3300
F: 0.4037 -0.0121 1.7487
Br: 2.3819 0.0470 -0.1712
H: -0.1010 0.4834 -0.2293

Löwdin population analysis, charges in e, atoms 1 to 4: number 1, C, carries -0.47; number 2, C, carries -0.72; number 3, O, carries 0.16; number 4, F, carries 0.11

***

two) # C2HBrF2O

A single C2HBrF2O molecule (ωB97M-V/def2-TZVPD, the OMol25 dataset).

Computed properties:
**SMILES**: O=C(F)[C@@H](F)Br
**Charge**: 0
**Molar mass**: 158.929 g mol⁻¹
**Orbital gap**: 11.04 eV

Element x y z (Å)
C: 0.5527 -0.8125 0.3845
C: -0.4032 0.4088 -0.5150
O: 0.2729 -1.9295 0.7440
F: 1.6814 -0.1425 0.6738
F: -1.3428 -0.1302 -1.3253
Br: -0.9975 1.4767 1.0376
H: 0.2365 1.1292 -0.9996

Löwdin population analysis, charges in e, atoms 1 to 4: number 1, C, carries -0.41; number 2, C, carries -0.56; number 3, O, carries 0.14; number 4, F, carries 0.07

***

one) is the most stable structure; the next one sits 8.4 kJ/mol above it.

***

one) # C4H13N3O

A single C4H13N3O molecule (ωB97M-V/def2-TZVPD, the OMol25 dataset).

Computed properties:
**SMILES**: NCNC[C@@H](N)CO
**Charge**: 0
**Molar mass**: 119.168 g mol⁻¹
**Orbital gap**: 9.61 eV

Element x y z (Å)
C: 0.0884 0.5802 -0.5748
N: -0.0075 0.8157 0.8453
C: 0.7784 1.9674 1.2930
N: 0.8489 2.0487 2.7285
C: -0.5644 -0.7436 -1.0794
C: -0.1975 -1.9770 -0.2681
O: -1.2530 -2.9285 -0.2774
N: -0.1287 -0.7821 -2.4899
H: -0.4401 1.2871 -1.2313
H: 1.1667 0.5231 -0.7570
H: -0.9487 0.7619 1.1819
H: 1.7727 1.7958 0.8894
H: 0.3571 2.8737 0.8433
H: 0.4263 2.8713 3.1487
H: 0.6265 1.1700 3.1877
H: -1.6454 -0.5842 -1.0832
H: 0.7497 -2.4278 -0.6058
H: -0.0433 -1.8035 0.8012
H: -1.8542 -2.9225 -1.0233
H: -0.5917 -1.5430 -2.9955
H: 0.8597 -0.9827 -2.5333

Löwdin population analysis, charges in e, atoms 1 to 4: number 1, C, carries -0.22; number 2, N, carries -0.08; number 3, C, carries -0.33; number 4, N, carries 0.00

***

two) # C4H13N3O

3 unconnected molecules or ions with the total composition C4H13N3O (ωB97M-V/def2-TZVPD, the OMol25 dataset).

Computed properties:
**Charge**: 0
**Molar mass**: 119.168 g mol⁻¹
**Orbital gap (spin up / spin down)**: 6.55 / 6.55 eV

Element x y z (Å)
C: 1.5504 -1.7518 0.7842
C: -1.2421 -1.0825 0.1420
C: 0.8612 0.4863 1.5447
N: 0.8466 -0.5211 0.5008
H: 0.4002 0.0876 2.4536
H: 1.5423 -2.3910 -0.0988
H: 1.0589 -2.2890 1.6035
H: 2.5927 -1.5763 1.0802
H: -1.0443 -1.4823 1.1296
H: -2.2188 -0.6227 0.0806
H: -1.0212 -1.7577 -0.6720
H: 0.2865 1.3486 1.2090
H: 1.8805 0.8092 1.7914
N: 0.0773 0.7638 -1.7661
C: -2.0052 1.5523 -1.0222
O: 0.2307 2.1008 -2.3742
N: -0.9985 0.7279 -1.0945
H: 1.0423 1.9757 -2.8789
H: 1.0284 -0.1139 -0.4237
H: -2.0936 2.3912 -1.6988
H: -2.7740 1.3450 -0.2906

Löwdin population analysis, charges in e, atoms 1 to 4: number 1, C, carries -0.11; number 2, C, carries 0.17; number 3, C, carries -0.10; number 4, N, carries -0.23

***

one) is the most stable structure; the next one sits 574.7 kJ/mol above it.

***

one) # C3H3BrO

A single C3H3BrO molecule (ωB97M-V/def2-TZVPD, the OMol25 dataset).

Computed properties:
**SMILES**: CC1=C(Br)O1
**Charge**: 0
**Molar mass**: 134.960 g mol⁻¹
**Orbital gap**: 9.02 eV

Element x y z (Å)
C: 1.0372 -0.8188 -0.8581
C: 1.8821 -1.3916 -1.6300
C: 0.1640 0.0575 -0.1701
O: 2.7480 -0.7981 -0.7608
Br: 2.3130 -2.3490 -3.0755
H: -0.0998 -0.1723 0.8920
H: -0.8947 0.2400 -0.5353
H: 0.5206 0.9807 0.1421

Löwdin population analysis, charges in e, atoms 1 to 4: number 1, C, carries -0.07; number 2, C, carries -0.92; number 3, C, carries -0.08; number 4, O, carries -0.08

***

two) # C3H3BrO

A single C3H3BrO molecule (ωB97M-V/def2-TZVPD, the OMol25 dataset).

Computed properties:
**SMILES**: CC1=C(Br)O1
**Charge**: 0
**Molar mass**: 134.960 g mol⁻¹
**Orbital gap (spin up / spin down)**: 7.84 / 7.84 eV

Element x y z (Å)
C: -1.5842 -0.4930 0.1797
C: -2.7762 -0.5157 -0.3903
C: -0.1974 -0.0453 0.1682
O: -2.1470 -1.6572 0.5051
Br: -4.5972 0.2181 0.0318
H: 0.3253 -0.4754 1.0234
H: -0.1471 1.0410 0.1807
H: 0.2790 -0.4115 -0.7445

Löwdin population analysis, charges in e, atoms 1 to 4: number 1, C, carries -0.41; number 2, C, carries -0.44; number 3, C, carries 0.01; number 4, O, carries -0.02

***

two) is the most stable structure; the next one sits 14.5 kJ/mol above it.